Entry 1:
C3H14O3S | ωB97M-V/def2-TZVPD

XYZ file:
```
21
Properties=species:S:1:pos:R:3:mulliken_charge:R:1
C 0.222 0.178 -0.330 -0.83
C -0.313 -0.596 -1.511 -0.54
S -1.699 0.183 -2.456 -0.12
C -1.477 1.972 -2.243 -0.88
H -0.117 1.207 -0.292 0.24
H -0.002 -0.299 0.622 0.32
H 1.309 0.144 -0.449 0.23
H 0.281 -0.754 -2.406 0.38
H -0.722 -1.570 -1.235 0.30
H -2.142 2.511 -2.908 0.31
H -0.447 2.149 -2.549 0.30
H -1.607 2.331 -1.228 0.29
H -3.802 0.505 4.424 0.32
H -3.054 -0.694 5.173 0.32
O -3.133 -0.167 4.372 -0.64
H 3.382 2.734 0.328 0.32
H 2.480 2.313 1.456 0.32
O 3.358 2.652 1.289 -0.64
H 2.399 -4.211 -0.188 0.31
H 2.736 -5.590 -0.246 0.32
O 2.348 -4.997 0.376 -0.62
```

The value obtained for the frontier orbital gap is 0.32472 Eh. The value obtained for the LUMO energy is 0.528 eV. The calculation puts the energy relative to the best compared isomer or geometry (same formula, charge and spin) at 132.2 kJ/mol. The highest occupied orbital energy is -8.31 eV. The SMILES is CCSC.O.O.O.

Entry 2:
C3H14O3S2 | ωB97M-V/def2-TZVPD

XYZ file:
```
22
Properties=species:S:1:pos:R:3:lowdin_spin:R:1
C 0.611 -0.631 1.178 0.00
C 0.060 -0.581 2.628 0.00
C 0.852 -2.019 0.604 0.04
S 0.992 -2.025 -1.212 0.43
S -1.124 -1.804 -1.757 0.43
H 1.532 -0.051 1.144 0.00
H -0.182 -0.191 0.572 0.00
H 0.792 -1.048 3.287 0.00
H -0.010 0.495 2.817 0.00
H -0.950 -0.971 2.701 0.00
H 0.028 -2.717 0.767 0.00
H 1.770 -2.465 0.977 0.02
H -1.282 -0.548 -1.325 0.01
H -0.530 3.533 -1.327 0.00
H 0.324 2.308 -1.600 0.00
O -0.576 2.680 -1.767 0.00
H -3.219 0.973 -0.719 0.00
H -2.019 1.645 -1.497 0.00
O -2.327 0.843 -1.046 0.02
H 2.417 1.189 -1.708 0.01
H 1.271 0.234 -1.444 0.00
O 1.569 1.152 -1.277 0.02
```

The value obtained for the frontier orbital gap (alpha / beta) is 0.10883 / 0.25191 Eh. The value obtained for the LUMO energy (alpha / beta) is 3.174 / 3.132 eV. As for the spin multiplicity: 2. The calculation puts the energy relative to the best compared isomer or geometry (same formula, charge and spin) at 38.2 kJ/mol. The highest occupied orbital energy (alpha / beta) is 0.21 / -3.72 eV. Its charge is -1.

Entry 3:
C3H14O4S | ωB97M-V/def2-TZVPD

XYZ file:
```
22
Properties=species:S:1:pos:R:3:mulliken_charge:R:1
C 0.303 -0.980 1.952 -0.60
O 0.728 0.272 2.430 -0.51
C 1.154 -1.285 0.640 -0.24
C 0.967 -0.323 -0.456 -0.62
S 1.584 -0.780 -2.065 -0.20
H 0.574 -1.760 2.619 0.29
H -0.784 -0.904 1.709 0.36
H 1.695 0.155 2.515 0.31
H 2.298 -1.271 0.917 0.28
H 0.841 -2.398 0.321 0.27
H 1.392 0.644 -0.195 0.18
H -0.142 -0.294 -0.567 0.29
H 0.412 -1.465 -2.277 0.13
H -2.005 3.358 -1.022 0.33
H -2.260 3.128 0.385 0.30
O -2.659 2.882 -0.406 -0.64
H -3.531 -3.150 -1.844 0.32
H -3.545 -1.688 -1.456 0.30
O -2.997 -2.292 -1.831 -0.61
H 0.172 1.897 1.483 0.43
H 0.771 2.625 2.646 0.32
O 0.456 2.779 1.681 -0.67
```

The value obtained for the frontier orbital gap is 0.35037 Eh. The value obtained for the LUMO energy is 0.525 eV. The calculation puts the energy relative to the best compared isomer or geometry (same formula, charge and spin) at 161.4 kJ/mol. The highest occupied orbital energy is -9.01 eV. The SMILES is OCCCS.O.O.O.

Entry 4:
C3H14O5 | ωB97M-V/def2-TZVPD

XYZ file:
```
22
Properties=species:S:1:pos:R:3:mulliken_charge:R:1
O -2.558 -1.211 2.414 -0.43
C -1.745 -0.421 2.107 -0.29
C -0.655 -0.391 1.003 0.02
C 0.797 -0.148 1.644 -0.92
H -1.800 0.570 2.548 0.31
H -0.991 0.292 0.205 0.39
H -0.676 -1.431 0.531 0.14
H 0.721 -0.176 2.744 0.41
H 1.078 0.882 1.455 0.23
H 1.503 -0.687 1.004 0.22
H 2.050 -0.206 -2.086 0.30
H 1.953 -0.970 -0.585 0.19
O 2.028 -0.993 -1.544 -0.60
H 0.445 2.227 -0.359 0.37
H -0.081 3.040 0.863 0.35
O -0.092 3.065 -0.119 -0.68
H 1.648 1.614 -2.715 0.30
H 1.511 2.814 -1.779 0.32
O 1.880 1.924 -1.904 -0.67
H -0.873 -2.062 -2.847 0.28
H -0.185 -1.970 -1.629 0.36
O -0.842 -2.557 -2.081 -0.61
```

The value obtained for the frontier orbital gap is 0.36742 Eh. The value obtained for the LUMO energy is 0.108 eV. The calculation puts the energy relative to the best compared isomer or geometry (same formula, charge and spin) at 221.9 kJ/mol. The highest occupied orbital energy is -9.89 eV. The SMILES is CCC=O.O.O.O.O.

Entry 5:
C3H14O5 | ωB97M-V/def2-TZVPD

XYZ file:
```
22
Properties=species:S:1:pos:R:3:mulliken_charge:R:1
C -0.511 1.695 0.683 -1.27
C 0.556 0.971 1.153 1.19
O 1.632 0.767 0.339 -0.54
C 0.825 0.415 2.531 -1.33
H -1.295 1.821 1.338 0.27
H -0.652 2.120 -0.296 0.38
H 2.358 0.160 0.566 0.30
H 0.000 0.658 3.172 0.34
H 1.037 -0.644 2.513 0.33
H 1.633 0.857 3.201 0.34
H -0.079 -1.582 -1.368 0.27
H 0.696 -2.721 -0.856 0.35
O -0.265 -2.325 -0.944 -0.67
H -2.411 0.986 -1.547 0.30
H -2.905 1.089 -3.016 0.32
O -2.675 1.556 -2.163 -0.62
H -0.715 -2.512 0.760 0.36
H -0.752 -2.698 2.297 0.27
O -0.536 -2.125 1.568 -0.57
H 0.716 0.356 -3.043 0.32
H 1.520 0.755 -1.780 0.31
O 1.297 -0.014 -2.318 -0.64
```

The value obtained for the frontier orbital gap is 0.33350 Eh. The value obtained for the LUMO energy is 0.458 eV. The calculation puts the energy relative to the best compared isomer or geometry (same formula, charge and spin) at 216.9 kJ/mol. The highest occupied orbital energy is -8.62 eV. The SMILES is C=C(C)O.O.O.O.O.

Entry 6:
C3H14O5 | ωB97M-V/def2-TZVPD

XYZ file:
```
22
Properties=species:S:1:pos:R:3:mulliken_charge:R:1
O -1.599 3.281 1.010 -0.48
C -0.980 2.268 1.193 -0.07
C -0.735 1.141 0.217 1.43
C -2.146 0.635 -0.202 -1.24
H -0.559 2.099 2.203 0.34
H -0.175 0.349 0.706 -0.90
H -0.229 1.519 -0.662 -0.02
H -2.910 0.988 0.491 0.39
H -2.243 -0.446 -0.078 0.37
H -2.434 0.885 -1.218 0.30
H 0.092 -1.198 -1.760 0.31
H 0.829 -2.156 -2.499 0.29
O 1.020 -1.343 -2.005 -0.59
H 0.520 -0.787 1.893 0.22
H 0.323 -1.823 3.064 0.32
O 0.483 -0.903 2.843 -0.64
H 1.400 -3.071 -0.601 0.29
H 1.726 -2.226 0.530 0.31
O 0.992 -2.772 0.217 -0.61
H 1.697 1.665 -2.194 0.31
H 2.562 0.479 -1.595 0.29
O 2.365 1.417 -1.551 -0.63
```

The value obtained for the frontier orbital gap is 0.35419 Eh. The value obtained for the LUMO energy is -0.018 eV. The calculation puts the energy relative to the best compared isomer or geometry (same formula, charge and spin) at 146.3 kJ/mol. The highest occupied orbital energy is -9.66 eV. The SMILES is CCC=O.O.O.O.O.

Entry 7:
C3H15NO3 | ωB97M-V/def2-TZVPD

XYZ file:
```
22
Properties=species:S:1:pos:R:3:mulliken_charge:R:1
C -1.547 0.305 -1.050 -0.73
C -2.098 1.195 0.098 -0.32
C -2.067 0.486 1.503 -0.84
N -0.152 -0.050 -0.755 -0.18
H -1.519 0.942 -1.946 0.33
H -2.263 -0.527 -1.081 0.28
H -3.140 1.584 0.039 0.36
H -1.478 2.102 0.170 0.21
H -1.387 -0.346 1.360 0.07
H -3.003 -0.065 1.650 0.35
H -1.756 1.206 2.250 0.27
H -0.044 -0.569 0.097 0.18
H 0.499 0.661 -0.991 0.18
H 1.688 -2.361 -1.852 0.29
H 2.369 -1.166 -1.066 0.33
O 2.274 -1.582 -1.923 -0.62
H 0.876 -2.624 0.449 0.29
H 1.154 -1.978 1.881 0.26
O 1.127 -1.847 0.919 -0.64
H 0.997 1.932 0.226 0.24
H 1.927 2.709 1.152 0.29
O 1.699 1.801 0.860 -0.61
```

The value obtained for the frontier orbital gap is 0.33147 Eh. The value obtained for the LUMO energy is 0.484 eV. The calculation puts the energy relative to the best compared isomer or geometry (same formula, charge and spin) at 164.2 kJ/mol. The highest occupied orbital energy is -8.54 eV. The SMILES is CCCN.O.O.O.

Entry 8:
C3H15NSi3 | ωB97M-V/def2-TZVPD

XYZ file:
```
22
Properties=species:S:1:pos:R:3:mulliken_charge:R:1
C -2.728 -0.105 0.599 -1.32
C -2.278 -1.074 -0.470 -0.16
C -0.788 -1.349 -0.357 -0.81
N 0.507 0.167 -2.274 -0.42
Si 3.930 -0.790 1.101 0.25
Si 0.336 2.177 0.307 0.38
Si 0.440 0.052 -0.543 -0.04
H -3.861 0.034 0.720 0.31
H -2.393 -0.305 1.557 0.40
H -2.606 0.925 0.411 0.31
H -2.700 -2.012 -0.146 0.28
H -2.569 -0.724 -1.461 0.24
H -0.422 -2.199 -1.057 0.35
H -0.624 -1.906 0.595 0.42
H 0.390 -0.639 -2.810 0.22
H 0.696 1.089 -2.788 0.21
H 4.062 0.290 2.190 -0.08
H 3.271 -1.846 1.911 -0.10
H 5.123 -1.340 0.466 -0.10
H -0.164 2.435 1.722 -0.10
H 1.601 2.897 0.436 -0.15
H -0.587 2.817 -0.614 -0.12
```

The value obtained for the frontier orbital gap (alpha / beta) is 0.26758 / 0.22011 Eh. The value obtained for the LUMO energy (alpha / beta) is -0.124 / -0.577 eV. The calculation puts the energy relative to the best compared isomer or geometry (same formula, charge and spin) at 431.6 kJ/mol. The highest occupied orbital energy (alpha / beta) is -7.40 / -6.57 eV.

Entry 9:
C3H15O4S | ωB97M-V/def2-TZVPD

XYZ file:
```
23
Properties=species:S:1:pos:R:3:mulliken_charge:R:1
C 0.113 2.698 1.732 -1.00
C 0.305 1.415 2.508 -0.49
C -0.937 0.473 2.449 -0.63
S -1.175 -0.221 0.678 -0.63
H 0.992 3.289 1.848 0.34
H -0.006 2.441 0.701 0.28
H -0.784 3.301 2.101 0.24
H 0.584 1.731 3.504 0.36
H 1.094 0.769 2.167 0.26
H -0.703 -0.355 3.085 0.29
H -1.876 0.847 2.816 0.35
H 1.552 0.611 -1.753 0.34
H 0.258 -0.003 -1.582 0.25
O 0.633 0.700 -2.088 -0.62
H 0.278 0.431 -4.233 0.38
H 0.441 1.311 -5.613 0.29
O 0.206 0.446 -5.234 -0.67
H -0.566 -2.246 0.897 0.22
H -0.616 -3.544 1.617 0.28
O -0.105 -3.155 0.908 -0.69
H 1.439 -2.461 -0.132 0.39
H 0.873 -1.031 -0.409 0.14
O 1.634 -1.625 -0.586 -0.68
```

The value obtained for the frontier orbital gap is 0.26758 Eh. The value obtained for the LUMO energy is 3.586 eV. The calculation puts the energy relative to the best compared isomer or geometry (same formula, charge and spin) at 95.6 kJ/mol. The highest occupied orbital energy is -3.70 eV. Its charge is -1.

Entry 10:
C3H16N2O2 | ωB97M-V/def2-TZVPD

XYZ file:
```
23
Properties=species:S:1:pos:R:3:mulliken_charge:R:1
C -0.505 -0.726 -1.327 -0.80
C -0.835 0.166 -0.111 -0.62
C 0.432 0.754 0.637 -0.62
N 0.186 0.797 2.139 -0.27
N 0.483 -0.224 -2.272 -0.16
H -1.517 -0.935 -1.746 0.40
H -0.354 -1.786 -0.983 0.33
H -1.379 -0.298 0.701 0.47
H -1.435 0.982 -0.564 0.32
H 1.214 0.005 0.548 0.46
H 0.628 1.778 0.290 0.33
H -0.092 -0.120 2.488 0.36
H 1.004 1.149 2.634 0.37
H -0.579 1.463 2.342 0.32
H 1.463 -0.475 -1.996 0.36
H 0.543 0.788 -2.401 0.39
H 0.272 -0.627 -3.197 0.36
H 2.581 -2.670 -2.321 0.33
H 3.640 -1.822 -1.664 0.33
O 2.687 -1.956 -1.674 -0.67
H -3.261 1.189 2.198 0.32
H -2.728 1.166 3.588 0.35
O -2.448 1.403 2.692 -0.66
```

The value obtained for the frontier orbital gap is 0.45864 Eh. The value obtained for the LUMO energy is -6.463 eV. The calculation puts the energy relative to the best compared isomer or geometry (same formula, charge and spin) at 130.0 kJ/mol. The highest occupied orbital energy is -18.94 eV. Its charge is +2.

Entry 11:
C3H16N2O3 | ωB97M-V/def2-TZVPD

XYZ file:
```
24
Properties=species:S:1:pos:R:3:mulliken_charge:R:1
N 1.630 -0.353 -1.504 -0.58
C 0.181 -0.275 -1.276 -0.61
C -0.279 -0.959 0.017 0.02
N -1.546 -0.357 0.672 -0.54
C -1.460 -1.141 1.958 -0.89
H 1.881 -0.232 -2.483 0.23
H 2.063 -1.248 -1.278 0.27
H -0.047 0.799 -1.174 0.20
H -0.378 -0.637 -2.164 0.38
H -0.527 -2.045 -0.078 0.32
H 0.514 -0.789 0.741 -0.12
H -1.386 0.658 0.835 0.27
H -1.791 -2.135 1.689 0.33
H -0.449 -1.052 2.303 0.32
H -2.259 -0.788 2.603 0.36
H -3.539 0.039 -2.405 0.30
H -2.561 -0.133 -1.178 0.42
O -2.605 -0.048 -2.145 -0.64
H 0.886 2.939 0.855 0.30
H 1.692 1.781 1.504 0.36
O 0.795 2.210 1.475 -0.64
H 2.746 0.406 -0.185 0.48
H 2.360 0.063 1.287 0.28
O 3.004 0.537 0.753 -0.78
```

The value obtained for the frontier orbital gap is 0.38614 Eh. The value obtained for the LUMO energy is 0.793 eV. The calculation puts the energy relative to the best compared isomer or geometry (same formula, charge and spin) at 112.5 kJ/mol. The highest occupied orbital energy is -9.71 eV. The SMILES is CNCCN.O.O.O.

Entry 12:
C3H16NO3S | ωB97M-V/def2-TZVPD

XYZ file:
```
24
Properties=species:S:1:pos:R:3:mulliken_charge:R:1
C 1.310 -0.958 0.678 -1.18
C 0.357 0.228 0.664 0.14
C -0.994 -0.154 0.054 -0.63
S -2.072 1.281 0.325 -0.28
N 0.427 0.877 2.036 -0.21
H 1.648 -1.066 -0.351 0.16
H 0.807 -1.845 1.058 0.39
H 2.266 -0.926 1.210 0.44
H 0.685 0.904 -0.101 0.18
H -0.743 -0.256 -0.999 0.40
H -1.546 -1.037 0.358 0.43
H -3.116 0.989 -0.453 0.15
H 1.389 1.178 2.162 0.36
H -0.181 1.686 1.986 0.36
H 0.097 0.215 2.733 0.32
H 2.024 -1.412 -2.848 0.30
H 0.726 -2.140 -2.819 0.29
O 1.356 -1.716 -2.218 -0.62
H 1.874 3.608 0.997 0.28
H 2.125 2.704 -0.209 0.29
O 1.783 2.697 0.693 -0.58
H -3.138 -2.321 -1.634 0.29
H -3.791 -1.105 -2.042 0.30
O -3.293 -1.431 -1.279 -0.59
```

The value obtained for the frontier orbital gap is 0.35434 Eh. The value obtained for the LUMO energy is -2.842 eV. The calculation puts the energy relative to the best compared isomer or geometry (same formula, charge and spin) at 114.9 kJ/mol. The highest occupied orbital energy is -12.48 eV. Its charge is +1.